Entry 1:
A structure of composition C9H20AgClF4N3O8S4 at a distorted geometry. Source: the Open Molecules 2025 dataset; level of theory: wB97M-V/def2-TZVPD.

Element x y z (Å)
Ag  16.70  -13.97  -2.60
C  13.75  -19.65  4.51
C  13.05  -18.71  3.49
C  13.99  -18.08  2.46
C  13.12  -17.26  1.53
N  13.91  -16.33  0.64
C  13.02  -15.59  -0.39
C  13.60  -14.18  -0.52
C  14.75  -14.08  0.45
C  14.59  -15.23  1.43
C  14.95  -17.09  -0.17
H  13.72  -20.64  4.06
H  13.27  -19.71  5.48
H  14.78  -19.33  4.63
H  12.44  -18.04  4.10
H  12.28  -19.31  2.99
H  14.60  -18.88  2.03
H  14.72  -17.45  2.98
H  12.53  -16.56  2.12
H  12.47  -17.91  0.95
H  13.04  -16.13  -1.33
H  12.03  -15.57  0.07
H  13.84  -13.90  -1.54
H  12.87  -13.43  -0.20
H  15.72  -14.07  -0.01
H  14.79  -13.14  1.01
H  15.59  -15.55  1.73
H  14.01  -14.91  2.30
H  15.62  -17.46  0.60
H  15.52  -16.36  -0.73
H  14.44  -17.83  -0.78
Cl  15.31  -16.26  -3.24
N  18.98  -14.19  -2.61
S  20.03  -13.90  -1.52
O  20.69  -12.62  -1.55
O  20.74  -15.06  -1.00
F  18.98  -13.62  -0.33
S  20.03  -14.05  -3.90
O  21.23  -14.84  -3.85
O  20.11  -12.79  -4.59
F  19.14  -14.92  -4.89
N  15.13  -12.43  -3.01
S  14.83  -11.05  -2.39
O  13.60  -10.83  -1.68
O  15.35  -9.87  -3.06
F  15.93  -11.17  -1.21
S  13.84  -12.42  -4.14
O  13.61  -11.23  -4.91
O  12.74  -13.26  -3.81
F  14.71  -13.25  -5.18

Output
Net charge: -1

In the Mulliken picture, each atom carries the following charge in e:
1 Ag 0.869
2 C -1.204
3 C -0.622
4 C -0.361
5 C -1.001
6 N 0.569
7 C -0.839
8 C 0.607
9 C -0.356
10 C -0.841
11 C -1.033
12 H 0.288
13 H 0.352
14 H 0.337
15 H 0.345
16 H 0.335
17 H 0.332
18 H 0.368
19 H 0.371
20 H 0.543
21 H 0.397
22 H 0.322
23 H -0.684
24 H 0.405
25 H -0.029
26 H 0.458
27 H 0.390
28 H 0.415
29 H 0.352
30 H 0.257
31 H 0.317
32 Cl -0.714
33 N 0.053
34 S 0.940
35 O -0.597
36 O -0.589
37 F -0.313
38 S 1.050
39 O -0.589
40 O -0.559
41 F -0.264
42 N 0.026
43 S 0.916
44 O -0.603
45 O -0.610
46 F -0.335
47 S 0.912
48 O -0.555
49 O -0.547
50 F -0.282



Entry 2:
The ion C9H18NO4S2 with charge -1 at a distorted geometry. Source: the Open Molecules 2025 dataset; level of theory: wB97M-V/def2-TZVPD.

Element x y z (Å)
O  0.60  -2.47  1.01
O  2.26  3.74  2.47
O  1.13  2.58  0.65
O  0.06  2.93  2.83
S  2.30  -3.27  -1.66
C  0.54  -1.43  0.38
N  0.82  -0.24  1.02
C  -2.94  -0.75  -1.49
C  -2.20  1.59  -1.01
C  1.59  -1.59  -1.93
C  0.97  -0.11  2.44
C  -0.45  -0.15  -1.60
C  0.28  -1.45  -1.14
C  -1.82  0.09  -0.94
C  1.91  1.04  2.76
S  1.32  2.65  2.12
H  1.78  -3.53  -0.45
H  0.86  0.61  0.44
H  -3.80  -0.72  -0.81
H  -2.63  -1.79  -1.52
H  -3.29  -0.41  -2.49
H  -2.18  1.95  -2.03
H  -3.15  1.74  -0.55
H  -1.45  2.20  -0.48
H  1.42  -1.43  -3.03
H  2.31  -0.84  -1.58
H  -0.03  0.09  2.83
H  1.34  -1.05  2.89
H  0.20  0.73  -1.47
H  -0.54  -0.22  -2.66
H  -0.37  -2.31  -1.37
H  -1.70  -0.15  0.11
H  1.96  1.14  3.85
H  2.92  0.84  2.42

Output
Net charge: -1
SMILES string: CC(C)C[C@@H](CS)C(=O)NCCS(=O)(=O)[O-]

In the Mulliken picture, each atom carries the following charge in e:
1 O -0.752
2 O -0.725
3 O -0.756
4 O -0.731
5 S -0.309
6 C 0.244
7 N 0.227
8 C -1.593
9 C -1.621
10 C -0.784
11 C -0.557
12 C -2.003
13 C 0.516
14 C 1.261
15 C -0.887
16 S 1.224
17 H 0.175
18 H 0.176
19 H 0.415
20 H 0.381
21 H 0.299
22 H 0.374
23 H 0.450
24 H 0.317
25 H 0.443
26 H 0.346
27 H 0.328
28 H 0.310
29 H 0.358
30 H 0.648
31 H 0.359
32 H 0.145
33 H 0.366
34 H 0.358



Entry 3:
A cluster of 4 separate species, C24H41BrFN4O10 in total at a distorted geometry. Source: the Open Molecules 2025 dataset; level of theory: wB97M-V/def2-TZVPD.

Element x y z (Å)
C  1.66  -0.98  -1.59
O  0.34  -0.30  -1.68
C  -0.67  -1.00  -0.86
C  -1.41  -2.23  -1.69
C  -2.68  -1.73  -2.62
C  -2.26  -0.87  -3.95
C  -1.55  -1.76  -5.14
C  0.08  -1.62  -5.19
C  0.61  -0.44  -6.23
C  1.00  0.89  -5.35
C  0.43  2.31  -5.97
N  0.09  3.18  -4.73
C  1.24  3.90  -4.07
N  0.57  4.62  -2.91
C  -0.92  4.29  -2.90
N  -1.88  4.70  -1.99
F  -3.19  4.35  -2.01
N  -1.15  3.38  -4.11
Br  -2.70  2.56  -4.76
H  2.27  -0.62  -2.53
H  2.26  -0.71  -0.62
H  1.46  -2.13  -1.73
H  -1.45  -0.19  -0.50
H  -0.16  -1.42  0.11
H  -0.66  -2.86  -2.35
H  -1.88  -2.93  -0.85
H  -3.34  -1.02  -1.93
H  -3.33  -2.68  -2.83
H  -3.22  -0.37  -4.42
H  -1.53  0.01  -3.63
H  -1.97  -1.33  -6.17
H  -1.84  -2.90  -5.12
H  0.48  -1.40  -4.10
H  0.56  -2.68  -5.48
H  1.62  -0.87  -6.70
H  -0.12  -0.25  -7.13
H  0.47  0.77  -4.29
H  2.15  1.00  -5.12
H  -0.49  2.17  -6.67
H  1.27  2.87  -6.60
H  2.39  3.94  -4.30
H  -1.56  5.31  -1.20
C  4.17  -2.43  3.73
C  3.67  -2.44  2.30
C  2.19  -2.22  2.17
O  1.89  -2.85  0.94
C  2.83  -3.84  0.79
O  2.78  -4.71  -0.07
O  3.83  -3.72  1.71
H  5.20  -2.79  3.77
H  4.13  -1.42  4.15
H  3.57  -3.09  4.36
H  4.24  -1.72  1.69
H  1.92  -1.16  2.13
H  1.60  -2.71  2.96
C  -5.42  5.96  -0.04
C  -5.52  6.65  1.31
C  -4.76  7.94  1.39
O  -4.49  8.04  2.78
C  -4.44  6.76  3.26
O  -4.04  6.45  4.37
O  -4.89  5.87  2.32
H  -5.82  4.94  0.02
H  -5.98  6.52  -0.80
H  -4.38  5.88  -0.37
H  -6.57  6.77  1.60
H  -5.35  8.79  1.05
H  -3.81  7.92  0.86
C  3.90  -6.32  9.10
C  3.71  -5.49  7.85
C  3.20  -4.10  8.11
O  2.56  -3.78  6.89
C  2.14  -4.97  6.35
O  1.39  -5.07  5.40
O  2.68  -6.03  7.03
H  4.07  -7.37  8.84
H  4.75  -5.95  9.69
H  3.00  -6.30  9.73
H  4.63  -5.48  7.26
H  4.01  -3.39  8.31
H  2.46  -4.05  8.91

Output
Net charge: +1

In the Mulliken picture, each atom carries the following charge in e:
1 C -0.434
2 O -0.313
3 C -0.135
4 C -0.283
5 C -0.943
6 C 0.386
7 C -0.779
8 C 0.006
9 C -0.793
10 C 0.288
11 C -0.842
12 N 0.265
13 C 0.040
14 N -0.512
15 C 0.350
16 N 0.006
17 F -0.095
18 N -0.131
19 Br 0.154
20 H 0.132
21 H 0.086
22 H 0.293
23 H 0.285
24 H -0.073
25 H 0.139
26 H 0.334
27 H 0.298
28 H 0.349
29 H 0.282
30 H -0.310
31 H 0.305
32 H 0.281
33 H -0.220
34 H 0.412
35 H 0.265
36 H 0.399
37 H -0.089
38 H 0.294
39 H 0.367
40 H 0.272
41 H 0.358
42 H 0.307
43 C -1.272
44 C 0.585
45 C -0.532
46 O -0.250
47 C 0.594
48 O -0.580
49 O -0.362
50 H 0.395
51 H 0.389
52 H 0.090
53 H 0.222
54 H 0.354
55 H 0.349
56 C -1.115
57 C 0.473
58 C -0.464
59 O -0.299
60 C 0.626
61 O -0.538
62 O -0.351
63 H 0.377
64 H 0.406
65 H 0.027
66 H 0.262
67 H 0.326
68 H 0.268
69 C -1.457
70 C 0.541
71 C -0.482
72 O -0.312
73 C 0.646
74 O -0.560
75 O -0.332
76 H 0.358
77 H 0.380
78 H 0.349
79 H 0.261
80 H 0.302
81 H 0.320



Entry 4:
A structure of composition C26H77HgO17S at a distorted geometry. Source: the Open Molecules 2025 dataset; level of theory: wB97M-V/def2-TZVPD.

Element x y z (Å)
Hg  12.06  -17.96  -15.86
C  14.77  -17.99  -13.73
C  13.37  -17.77  -13.13
O  12.54  -16.95  -13.92
H  15.39  -18.58  -13.05
H  15.28  -17.03  -13.91
H  14.73  -18.49  -14.70
H  13.46  -17.33  -12.13
H  12.90  -18.76  -13.02
S  12.89  -20.06  -17.59
O  13.82  -19.90  -18.73
O  13.46  -19.69  -16.26
O  11.72  -19.14  -17.68
O  12.48  -21.45  -17.69
C  19.50  -18.89  -14.31
C  18.77  -17.59  -14.02
O  19.65  -16.50  -14.28
H  18.85  -19.74  -14.09
H  20.42  -19.04  -13.75
H  19.74  -19.01  -15.37
H  18.57  -17.60  -12.95
H  17.87  -17.53  -14.63
H  20.18  -16.34  -13.50
C  15.62  -15.82  -8.92
C  15.75  -17.02  -9.85
O  16.17  -18.09  -9.04
H  15.33  -14.86  -9.35
H  16.54  -15.62  -8.35
H  14.86  -16.03  -8.16
H  16.47  -16.79  -10.65
H  14.83  -17.19  -10.41
H  16.15  -18.93  -9.55
C  15.22  -21.59  -8.74
C  15.34  -21.56  -10.26
O  16.09  -20.37  -10.52
H  16.20  -21.43  -8.29
H  14.79  -22.50  -8.32
H  14.64  -20.74  -8.37
H  14.34  -21.51  -10.70
H  15.92  -22.39  -10.66
H  16.26  -20.33  -11.49
C  16.92  -18.65  -16.79
C  17.05  -18.57  -18.30
O  17.46  -19.83  -18.83
H  16.49  -17.77  -16.31
H  17.91  -18.76  -16.33
H  16.39  -19.55  -16.47
H  17.80  -17.82  -18.56
H  16.06  -18.33  -18.70
H  17.71  -19.65  -19.74
C  7.98  -18.70  -14.62
C  9.41  -18.53  -14.11
O  10.31  -19.28  -14.95
H  7.27  -18.32  -13.88
H  7.71  -19.75  -14.73
H  7.88  -18.16  -15.55
H  9.49  -18.90  -13.08
H  9.71  -17.49  -14.14
H  10.18  -20.19  -14.66
C  12.89  -18.24  -9.22
C  12.90  -16.84  -8.65
O  11.57  -16.49  -8.29
H  13.89  -18.50  -9.58
H  12.15  -18.36  -10.01
H  12.62  -18.93  -8.42
H  13.23  -16.15  -9.43
H  13.60  -16.75  -7.82
H  11.48  -15.57  -8.02
C  13.60  -14.27  -17.27
C  14.30  -15.54  -16.79
O  13.63  -16.71  -17.26
H  14.10  -13.41  -16.82
H  12.56  -14.32  -16.96
H  13.57  -14.14  -18.36
H  14.39  -15.60  -15.71
H  15.33  -15.64  -17.15
H  13.77  -16.80  -18.21
C  12.25  -11.94  -14.42
C  12.08  -13.37  -13.98
O  13.34  -14.05  -13.91
H  12.71  -11.31  -13.66
H  11.27  -11.51  -14.64
H  12.79  -11.89  -15.36
H  11.51  -13.95  -14.72
H  11.55  -13.48  -13.03
H  13.22  -15.00  -14.02
C  8.85  -16.03  -10.58
C  10.15  -16.43  -11.24
O  10.25  -15.77  -12.50
H  8.91  -15.00  -10.21
H  8.61  -16.72  -9.77
H  7.99  -16.10  -11.26
H  10.17  -17.51  -11.42
H  11.00  -16.13  -10.63
H  11.02  -16.14  -12.96
C  16.76  -14.46  -14.03
C  16.31  -13.58  -12.84
O  15.44  -12.56  -13.25
H  17.67  -14.09  -14.51
H  15.96  -14.48  -14.77
H  17.01  -15.46  -13.68
H  17.23  -13.25  -12.36
H  15.79  -14.18  -12.08
H  14.62  -13.00  -13.55
C  13.24  -22.05  -13.65
C  14.34  -22.39  -14.64
O  15.18  -21.26  -14.90
H  12.60  -21.27  -14.07
H  13.63  -21.72  -12.69
H  12.57  -22.89  -13.45
H  13.89  -22.65  -15.60
H  14.94  -23.20  -14.23
H  14.57  -20.63  -15.34
C  18.92  -22.14  -12.12
C  17.85  -22.08  -13.20
O  17.16  -20.84  -13.12
H  19.74  -21.46  -12.37
H  19.37  -23.14  -12.10
H  18.56  -21.94  -11.11
H  17.12  -22.87  -13.01
H  18.34  -22.16  -14.17
H  16.40  -21.00  -13.73

Output
Net charge: -1

Results of the Mulliken charge analysis, in e, for atoms 1 through 99:
1 Hg 2.002
2 C 1.638
3 C -0.136
4 O -0.633
5 H -0.041
6 H -0.583
7 H -0.757
8 H -0.606
9 H 0.280
10 S 1.378
11 O -0.788
12 O -0.791
13 O -0.819
14 O -0.794
15 C -1.249
16 C 1.264
17 O -0.582
18 H 0.157
19 H 0.410
20 H 0.372
21 H 0.272
22 H -0.888
23 H 0.332
24 C -1.685
25 C 2.473
26 O -0.607
27 H 0.300
28 H 0.457
29 H 0.263
30 H 0.030
31 H -1.645
32 H 0.439
33 C -1.332
34 C 0.432
35 O -0.419
36 H 0.332
37 H 0.402
38 H 0.161
39 H -0.156
40 H 0.297
41 H 0.124
42 C 0.925
43 C -0.661
44 O -0.535
45 H -0.360
46 H -0.201
47 H -0.060
48 H 0.439
49 H 0.242
50 H 0.299
51 C -1.359
52 C 0.312
53 O -0.522
54 H 0.389
55 H 0.334
56 H 0.310
57 H 0.174
58 H 0.087
59 H 0.246
60 C 0.211
61 C -0.513
62 O -0.552
63 H -0.497
64 H -0.088
65 H 0.554
66 H 0.299
67 H 0.443
68 H 0.304
69 C -1.269
70 C 0.933
71 O -0.438
72 H 0.259
73 H 0.214
74 H 0.496
75 H -0.731
76 H 0.332
77 H 0.187
78 C -1.558
79 C 0.128
80 O 0.134
81 H 0.367
82 H 0.408
83 H 0.235
84 H 0.165
85 H 0.330
86 H -0.200
87 C -1.670
88 C 1.027
89 O -0.565
90 H 0.350
91 H 0.365
92 H 0.385
93 H -0.118
94 H -0.036
95 H 0.052
96 C 0.366
97 C -0.489
98 O -0.694
99 H 0.409



Entry 5:
A cluster of 2 separate species, C2H3Cl2OP in total at a distorted geometry. Source: the Open Molecules 2025 dataset; level of theory: wB97M-V/def2-TZVPD.

Element x y z (Å)
C  -0.66  -1.20  1.07
C  -0.79  0.26  -1.34
O  -1.69  -1.43  1.55
P  1.05  -0.85  1.77
Cl  -1.80  1.59  -1.17
Cl  0.88  0.67  -1.39
H  -0.87  -0.50  -2.14
H  1.73  -0.39  0.59
H  1.72  -2.18  1.72

In the Mulliken picture, each atom carries the following charge in e:
1 C 0.290
2 C -0.149
3 O -0.273
4 P -0.039
5 Cl -0.115
6 Cl -0.158
7 H 0.312
8 H 0.042
9 H 0.089



Entry 6:
The molecule C5H4N3OP at a distorted geometry. Source: the Open Molecules 2025 dataset; level of theory: wB97M-V/def2-TZVPD.

Element x y z (Å)
C  -0.96  1.18  -1.54
C  0.90  -2.09  1.25
C  -0.10  -0.18  0.69
C  0.08  -0.71  -0.77
C  -0.47  1.17  0.86
N  -0.47  -0.02  -1.74
N  0.37  -1.00  1.64
N  -0.77  1.82  -0.37
O  -0.58  1.79  1.91
P  0.91  -2.34  -0.56
H  -1.60  1.74  -2.15
H  1.62  -2.64  1.84
H  -1.06  2.85  -0.35
H  2.13  -1.58  -0.71

Output
SMILES string: O=c1[nH]cnc2c1=NC=[PH]=2

In the Mulliken picture, each atom carries the following charge in e:
1 C -0.005
2 C -0.139
3 C 0.310
4 C 0.455
5 C 0.212
6 N -0.608
7 N -0.508
8 N -0.116
9 O -0.638
10 P -0.140
11 H 0.383
12 H 0.413
13 H 0.292
14 H 0.089



The records above give, respectively, total energy values of -3720.51629, -1505.93452, -4583.74812, -2867.45067, -1414.82954, -773.73176 Ha.